# 1
The following is a quantum chemistry calculation of C3H13N3O2 as an isolated structure at a distorted geometry, from the OMol25 dataset.

LUMO level (eV): 0.2
ΔE to the lowest compared entry with this formula, charge and spin (kJ/mol): 619.0
Total energy (Ha): -436.63009

```
21
Properties=species:S:1:pos:R:3:forces:R:3
C 1.277 0.064 -0.730 0.151 0.682 2.052
C 1.525 -1.341 -0.314 -0.123 -0.061 -0.053
O -0.510 -0.197 -2.316 -1.052 0.298 0.394
H -0.944 -1.056 -2.293 -0.052 0.058 -0.145
H 1.785 0.809 -0.133 0.339 -0.141 0.330
H 1.442 0.301 -1.769 -1.010 -0.011 -0.139
H 1.282 -1.510 0.734 0.048 0.044 0.030
H 2.598 -1.530 -0.445 -0.043 0.019 0.008
H 0.987 -2.056 -0.934 0.033 0.091 -0.077
C 0.062 1.893 1.146 0.228 0.091 0.017
N -0.371 0.723 0.381 -0.183 -0.446 -1.600
N -0.813 -0.295 1.359 0.327 -0.108 -0.243
N -1.631 -1.280 0.793 0.061 0.139 -0.097
O -1.376 1.076 -0.471 0.104 0.159 0.775
H -1.093 0.469 -1.482 0.876 -0.749 -0.904
H -1.396 0.196 2.039 0.168 0.144 -0.242
H -2.262 -0.861 0.108 0.131 -0.004 0.059
H -1.049 -1.971 0.337 -0.013 0.074 0.026
H -0.787 2.326 1.687 0.028 -0.179 -0.137
H 0.838 1.601 1.854 -0.013 -0.019 -0.061
H 0.436 2.637 0.448 -0.006 -0.081 0.011
```
Forces are in eV/Å.



# 2
The following is a quantum chemistry calculation of a 2-piece molecular cluster, C3H13N4 overall, from the OMol25 dataset.

LUMO level (eV): -3.0
Total charge: +1
ΔE to the lowest compared entry with this formula, charge and spin (kJ/mol): 99.0
Total energy (Ha): -340.90575

```
20
Properties=species:S:1:pos:R:3:forces:R:3
N 0.991 -1.231 0.185 -0.145 -0.154 0.092
C -0.131 -1.555 1.108 0.152 0.146 0.203
N -0.032 -2.728 1.935 0.363 -0.116 -0.474
H 1.864 -1.349 0.693 0.020 0.234 -0.029
H 1.053 -1.906 -0.571 -0.097 -0.083 0.029
H -0.235 -0.697 1.774 -0.030 0.043 0.020
H -1.047 -1.610 0.522 -0.080 -0.062 -0.110
H 0.053 -3.564 1.364 -0.138 0.003 0.144
H 0.807 -2.681 2.504 -0.123 -0.041 0.182
C 0.548 2.575 0.190 -0.341 -0.091 -0.159
N -1.215 0.421 -2.198 -0.561 -0.226 0.103
C -0.832 1.449 -1.459 -0.028 0.323 -0.114
N -0.007 1.385 -0.471 0.584 0.175 0.046
H 0.653 2.354 1.244 0.197 -0.031 0.133
H -0.156 3.402 0.106 0.085 0.019 -0.136
H 1.509 2.838 -0.258 -0.111 -0.010 0.154
H -0.992 -0.524 -1.924 0.120 0.020 -0.044
H -2.060 0.532 -2.742 0.244 -0.033 -0.134
H -1.226 2.418 -1.749 -0.034 -0.004 0.112
H 0.455 0.471 -0.252 -0.078 -0.112 -0.019
```
Forces are in eV/Å.